[1]
{"formula": "C18H56N2O10", "method": "ωB97M-V/def2-TZVPD", "gap_ev": 9.3684, "e_tot_ha": -1580.981245, "mol_weight_g_mol": 460.65, "lumo_ev": 0.33, "largest_force_ha_per_bohr": 0.250, "de_lowest_kcal_mol": 81.6, "smiles": "NC(N)=O.CC(C)O.CC(C)O.CC(C)O.CC(C)O.CO.CO.CO.CO.CO", "elements": ["N", "C", "N", "O", "H", "H", "H", "H", "C", "C", "C", "O", "H", "H", "H", "H", "H", "H", "H", "H", "C", "C", "C", "O", "H", "H", "H", "H", "H", "H", "H", "H", "C", "C", "C", "O", "H", "H", "H", "H", "H", "H", "H", "H", "C", "C", "C", "O", "H", "H", "H", "H", "H", "H", "H", "H", "C", "O", "H", "H", "H", "H", "C", "O", "H", "H", "H", "H", "C", "O", "H", "H", "H", "H", "C", "O", "H", "H", "H", "H", "C", "O", "H", "H", "H", "H"], "coordinates": [[20.5190, 0.1860, -14.3110], [20.8460, 0.1580, -13.0560], [21.0690, -1.0240, -12.7240], [20.9570, 1.2510, -12.2370], [20.3920, 1.1610, -14.6480], [20.1270, -0.5650, -14.8940], [21.3800, -1.2090, -11.7410], [20.8010, -1.7100, -13.3920], [24.1470, 5.6420, -13.6030], [23.0890, 4.5300, -13.5150], [23.6250, 3.2740, -14.1450], [22.6440, 4.3630, -12.3400], [24.4710, 5.8140, -14.6790], [24.9400, 5.3130, -12.9280], [23.7710, 6.6580, -13.2130], [22.2180, 4.8920, -14.1270], [22.8840, 2.4950, -13.9190], [24.5370, 2.9930, -13.7150], [23.7090, 3.2700, -15.2540], [21.7940, 3.9530, -12.5010], [25.0110, -5.0650, -11.1940], [24.1770, -4.9800, -12.4960], [23.8200, -6.3390, -12.9910], [23.1600, -4.2750, -12.4730], [25.0780, -4.0480, -10.8160], [25.9570, -5.4520, -11.5120], [24.6310, -5.6880, -10.3920], [24.7870, -4.5520, -13.3100], [23.1510, -6.6990, -12.2160], [24.6350, -6.9410, -13.1060], [23.2750, -6.1990, -13.9970], [23.3100, -3.3430, -12.5640], [25.9210, -1.1110, -13.6690], [24.4340, -1.1300, -13.7660], [24.0520, -2.0890, -14.9160], [23.8060, -1.6190, -12.8440], [26.3380, -0.7200, -14.5810], [26.1320, -2.1800, -13.6700], [26.3150, -0.7230, -12.7550], [23.9760, -0.1590, -14.0910], [22.9970, -2.2720, -15.0010], [24.4920, -3.0300, -14.9710], [24.3630, -1.5280, -15.7540], [22.9180, -1.2770, -12.8650], [22.0890, -4.1050, -18.3550], [20.9600, -4.9550, -17.7920], [21.3590, -6.0750, -16.8100], [20.0170, -4.2900, -17.3530], [21.6010, -3.1930, -18.8270], [22.6870, -4.6630, -18.9770], [22.7420, -3.7270, -17.5890], [20.4660, -5.4670, -18.6470], [20.7200, -6.6490, -16.1820], [22.2090, -5.7190, -16.3660], [21.7240, -6.8350, -17.3920], [19.4220, -4.8560, -16.8550], [24.2570, 1.6780, -11.3850], [23.8530, 2.7830, -10.5680], [25.0520, 2.0070, -12.0060], [23.3550, 1.3820, -12.0030], [24.5140, 0.8580, -10.6970], [23.4620, 3.4450, -11.1980], [20.5680, -3.8530, -14.2790], [20.0200, -2.7390, -14.9530], [20.1970, -4.0060, -13.2710], [21.6820, -3.5590, -14.2490], [20.4210, -4.7360, -14.7490], [19.8890, -3.0580, -15.8160], [22.2070, -0.4930, -17.3340], [22.4780, 0.3340, -16.1550], [23.0530, -0.5120, -18.0840], [21.2690, -0.2190, -17.8510], [21.9820, -1.5540, -16.9780], [21.7800, 0.1180, -15.5150], [21.9830, -0.1700, -9.6530], [22.3580, -1.3580, -10.3560], [22.0180, -0.3550, -8.6160], [20.9240, 0.0730, -9.7470], [22.6330, 0.7120, -9.7600], [23.2710, -1.5080, -10.2690], [25.9970, -1.5240, -10.2690], [25.0760, -1.3360, -9.2500], [25.5000, -2.0410, -11.0660], [26.9170, -2.0050, -9.9840], [26.3740, -0.5230, -10.5090], [25.5730, -1.1210, -8.4970]], "forces_ev_per_a": [[-1.98, 4.15, -5.03], [-0.04, 8.04, 4.34], [1.68, -5.06, 4.42], [-0.35, -4.59, -4.16], [-0.28, -1.21, 0.12], [0.18, 0.23, 1.02], [-0.29, -0.44, -0.74], [-0.02, -0.88, 0.07], [-0.57, 1.36, -0.05], [1.97, 3.08, -8.23], [-1.74, -0.73, -1.49], [-2.58, -0.80, 6.57], [-0.12, -0.45, 1.46], [0.48, 0.29, -0.34], [0.37, -1.57, -0.49], [0.63, -0.19, -0.33], [0.25, -0.16, -0.06], [1.44, -0.42, 0.54], [0.06, 0.39, 0.72], [-0.51, -0.56, 1.14], [-0.47, 0.65, -0.75], [7.45, -3.90, -1.05], [-3.05, 1.32, -0.99], [-8.85, 4.15, 1.25], [0.40, -0.02, 0.20], [0.90, -0.06, 0.24], [-0.47, -0.24, -0.09], [1.30, -0.16, 0.25], [-0.38, -0.70, -0.23], [2.15, -1.80, -0.30], [0.66, -0.51, 1.53], [0.48, 0.98, 0.09], [-0.13, -1.28, 0.00], [2.89, 2.92, -10.06], [0.32, 2.23, -1.64], [-4.54, -3.68, 11.47], [0.35, 0.46, -0.07], [0.67, -0.20, 0.15], [0.27, 0.78, 0.29], [0.83, -0.04, 0.20], [-0.71, 0.42, 0.14], [1.29, -1.67, 0.55], [0.11, 0.14, -1.87], [-0.88, 0.07, 0.57], [-2.10, 1.91, 1.39], [4.74, -6.88, -4.30], [0.30, 0.85, -1.66], [-7.98, 7.29, 5.13], [0.76, -1.26, 0.13], [1.17, -1.10, -1.87], [0.24, 0.26, 0.70], [1.19, -0.59, -0.70], [-1.30, 0.56, 0.78], [2.00, 0.71, 2.23], [1.19, -2.06, -1.79], [-0.30, 0.15, -0.14], [-2.24, 0.07, 0.79], [-0.01, 0.24, -0.45], [1.05, -0.28, -0.64], [1.12, -0.09, 0.47], [0.20, 0.24, -0.50], [0.33, -0.66, 0.89], [3.22, 3.15, 1.88], [-0.99, 0.69, 1.55], [-0.16, 0.54, 0.25], [-1.47, -1.50, 0.42], [-0.30, -2.64, -1.82], [-0.30, -0.22, -2.29], [-0.29, -1.06, 0.88], [0.09, -0.65, -2.02], [-0.81, 0.24, 1.19], [0.45, 0.43, 0.08], [0.67, 1.10, -0.53], [0.50, 0.14, -0.08], [0.16, 0.45, 0.83], [-2.52, 0.81, -0.37], [0.38, -0.63, 1.61], [0.21, -0.03, -1.06], [-0.44, -0.38, -0.77], [1.96, -0.13, 0.41], [1.05, 1.37, -0.41], [-1.55, -0.90, -0.26], [0.10, 0.06, -0.55], [0.16, -1.01, 0.40], [-0.23, -0.04, -0.99], [0.57, 0.55, 1.86]]}


[2]
{"formula": "C18H57N3O12", "method": "ωB97M-V/def2-TZVPD", "gap_ev": 8.8271, "e_tot_ha": -1786.932776, "mol_weight_g_mol": 507.66, "lumo_ev": 0.02, "largest_force_ha_per_bohr": 0.057, "de_lowest_kcal_mol": 64.1, "smiles": "COC[C@H](C)N.COC[C@H](C)N.COC[C@H](C)N.OCCO.OCCO.OCCO.O.O.O", "elements": ["C", "O", "C", "C", "C", "N", "H", "H", "H", "H", "H", "H", "H", "H", "H", "H", "H", "C", "O", "C", "C", "C", "N", "H", "H", "H", "H", "H", "H", "H", "H", "H", "H", "H", "C", "O", "C", "C", "C", "N", "H", "H", "H", "H", "H", "H", "H", "H", "H", "H", "H", "O", "C", "C", "O", "H", "H", "H", "H", "H", "H", "O", "C", "C", "O", "H", "H", "H", "H", "H", "H", "O", "C", "C", "O", "H", "H", "H", "H", "H", "H", "O", "H", "H", "O", "H", "H", "O", "H", "H"], "coordinates": [[-4.4952, 1.8114, 0.5977], [-5.7958, 1.4663, 0.2538], [-6.7268, 2.1774, 1.0485], [-8.2246, 2.1855, 0.4906], [-9.0566, 3.1978, 1.3277], [-8.7124, 0.8654, 0.7252], [-4.1837, 2.8316, 0.3736], [-3.8171, 1.0919, 0.1388], [-4.1785, 1.6090, 1.6209], [-6.7696, 1.7688, 2.0582], [-6.4948, 3.2419, 1.0155], [-8.2001, 2.4766, -0.5595], [-8.6276, 4.1995, 1.2997], [-9.0748, 2.8246, 2.3517], [-10.0407, 3.1998, 0.8590], [-8.3896, 0.2042, 0.0333], [-9.6970, 0.8788, 0.5005], [7.2097, 0.5302, 2.8731], [8.3063, 0.4049, 1.9623], [8.9663, 1.6938, 1.6316], [10.2857, 1.5377, 0.8498], [11.4102, 0.7249, 1.5049], [10.8156, 2.8507, 0.4234], [7.0100, -0.4182, 3.3718], [6.2978, 0.7139, 2.3049], [7.4518, 1.2329, 3.6704], [8.3184, 2.3537, 1.0547], [9.2748, 2.2758, 2.5001], [10.0204, 0.9806, -0.0487], [12.2079, 0.5662, 0.7792], [11.1226, -0.3118, 1.6795], [11.7734, 1.0620, 2.4757], [11.4332, 2.7287, -0.3664], [10.0762, 3.4897, 0.1682], [-1.3705, -0.3117, -3.9779], [-2.4821, -1.0401, -4.5456], [-3.7966, -0.7259, -3.9859], [-4.8999, -1.2630, -4.9291], [-4.9334, -0.9442, -6.4136], [-6.1681, -0.7475, -4.3572], [-1.2962, -0.4602, -2.9006], [-1.6266, 0.7445, -4.0622], [-0.3788, -0.4314, -4.4143], [-3.8302, -1.0998, -2.9626], [-3.8417, 0.3582, -3.8819], [-4.9547, -2.3502, -4.8744], [-4.0606, -1.3525, -6.9231], [-4.8418, 0.1411, -6.3706], [-5.8980, -1.1996, -6.8522], [-6.1777, 0.1144, -3.8308], [-6.9706, -0.7785, -4.9698], [1.8504, 5.8848, -2.0264], [0.8092, 5.1864, -1.3446], [1.5155, 4.4479, -0.1705], [0.6792, 3.7041, 0.5943], [2.2722, 5.1694, -2.5080], [0.1070, 5.8822, -0.8854], [0.2730, 4.5450, -2.0441], [2.0489, 5.1488, 0.4716], [2.3478, 3.8998, -0.6120], [0.2344, 4.3294, 1.1712], [-1.3878, -5.3713, 0.4777], [-1.9357, -5.1166, -0.7329], [-0.7719, -4.8120, -1.7150], [-1.1900, -4.7109, -3.0508], [-1.0577, -6.2717, 0.5211], [-2.5563, -5.9542, -1.0514], [-2.5857, -4.2427, -0.7749], [0.0434, -5.5287, -1.6169], [-0.2874, -3.8736, -1.4453], [-1.3571, -3.8253, -3.3816], [2.3660, -4.9170, 5.2658], [1.5675, -3.8868, 4.6249], [1.6362, -2.6256, 5.5108], [0.7261, -2.7330, 6.6136], [1.7796, -5.6444, 5.4864], [1.9199, -3.7338, 3.6049], [0.5783, -4.3406, 4.5642], [1.2474, -1.8123, 4.8981], [2.6661, -2.4781, 5.8357], [1.2096, -3.1186, 7.3479], [4.2968, -1.0736, -1.1495], [4.7778, -1.8458, -0.8519], [4.9741, -0.4767, -1.4675], [1.0629, -0.2331, 0.8694], [0.8498, 0.6957, 0.9598], [1.7901, -0.2532, 0.2474], [-1.8261, -2.2292, 2.4864], [-1.0669, -1.7370, 2.1739], [-1.5747, -3.1473, 2.3860]], "forces_ev_per_a": [[1.61, -1.01, 0.20], [-0.78, 0.23, 0.14], [-1.76, 0.94, -1.08], [2.55, 0.40, 1.29], [0.76, -0.96, -0.90], [-1.48, -0.91, -0.40], [-0.31, 0.19, -0.31], [-0.08, 0.22, -0.85], [-0.84, 0.26, 0.75], [0.12, 0.13, 0.16], [0.62, 0.19, 0.45], [0.02, 0.16, -0.20], [-0.06, -0.03, -0.05], [-0.29, 0.14, 0.01], [-0.22, 0.22, 0.43], [0.73, -0.09, -0.03], [-0.58, -0.11, 0.34], [0.43, -0.33, -0.41], [1.21, 1.56, -0.23], [0.43, -0.63, 0.50], [-0.04, -0.88, -0.74], [-0.48, -0.82, 0.02], [-0.32, -0.13, 0.90], [0.48, -0.28, -0.17], [-0.13, 0.72, 0.20], [-0.35, 0.37, -0.17], [-0.41, -0.21, -0.17], [-0.47, -0.24, 0.72], [-0.14, -0.34, -0.19], [0.35, 0.62, 0.12], [-0.62, -0.03, 0.07], [0.10, 0.54, -0.26], [-0.02, 0.05, -0.01], [-0.05, 0.01, -0.18], [-1.75, 0.87, 0.60], [0.48, -0.31, 0.00], [1.81, 0.06, -1.26], [-1.68, -0.21, 0.97], [1.47, 1.30, 0.86], [-0.24, -0.49, 0.61], [0.07, -0.45, 0.20], [0.17, 0.38, -0.16], [-0.50, -0.74, -0.52], [-0.45, -0.45, -0.06], [-0.30, 0.36, -0.28], [0.28, -0.18, 0.52], [-0.26, -0.10, -0.28], [-0.05, 0.28, -0.86], [0.26, -0.27, 0.00], [0.44, -0.04, -0.21], [0.27, -0.05, -0.06], [-0.57, -0.07, -0.15], [0.95, 0.18, 1.23], [1.05, 1.45, -1.71], [-1.25, -1.50, 1.04], [0.45, 0.29, -0.33], [-0.03, 0.31, -0.39], [-0.08, -0.30, 0.27], [-0.06, 0.67, -0.23], [-0.22, -0.83, 0.06], [-0.24, -0.28, 0.21], [0.54, 0.15, 2.88], [0.30, 0.17, -2.90], [-0.31, 0.88, 0.00], [-0.23, -0.92, -0.86], [-0.05, 0.03, -0.11], [0.05, -0.12, -0.49], [-0.03, 0.10, 0.73], [-0.24, -0.54, -0.22], [-0.16, 0.21, 0.51], [0.10, 0.16, 0.49], [0.11, 0.19, -0.23], [0.44, -0.84, 1.13], [-1.39, -0.87, -0.90], [0.59, 0.05, -0.11], [0.12, 0.02, 0.01], [0.26, 0.23, 0.06], [-0.41, 0.83, -0.07], [0.33, 0.33, 0.14], [-0.02, 0.18, -0.10], [-0.05, -0.11, 0.07], [-0.31, 0.10, 0.02], [0.08, -0.23, 0.11], [0.16, 0.17, -0.09], [-0.20, -0.23, 0.16], [-0.10, 0.34, 0.05], [0.30, -0.12, -0.20], [-0.23, 0.12, 0.15], [0.28, 0.19, -0.16], [0.02, -0.33, -0.12]]}